*a*
Computed, not measured: a cluster of 2 separate species, C7H14N in total, with ωB97M-V/def2-TZVPD.

Output
E_HOMO	-13.3	eV
net charge	+1
2S+1	1

Bonds (Å) are listed after each position.
CARTESIAN COORDINATES (ANGSTROEM)
1 C 1.29287 -0.44452 -0.08658  C2 1.435, C3 1.827, H9 1.082, H10 1.087
2 C 0.48103 0.31979 0.81692  C1 1.435, C3 1.560, H11 1.089, H12 1.080
3 C 0.20277 0.93211 -0.59029  C1 1.827, C2 1.560, C4 1.361, C7 1.478
4 C 0.84636 2.10854 -0.82144  C3 1.361, H13 1.085, H14 1.086
5 C -2.74802 -1.14703 -1.95175  C6 1.491, H15 1.095, H16 1.088, H17 1.088
6 C -1.59293 -0.70356 -1.12016  C5 1.491, C7 1.334, H18 1.087
7 C -1.01275 0.48372 -1.30055  C3 1.478, C6 1.334, H19 1.082
8 N 2.00139 -0.72286 3.34362  H20 1.014, H21 1.010, H22 1.014
9 H 2.18873 -0.14212 -0.61355  C1 1.082
10 H 1.06178 -1.49756 -0.22731  C1 1.087
11 H 1.00855 1.04701 1.43249  C2 1.089
12 H -0.20715 -0.31535 1.35523  C2 1.080
13 H 0.78513 2.56168 -1.80487  C4 1.085
14 H 1.04311 2.81759 -0.02259  C4 1.086
15 H -2.40392 -1.94592 -2.61671  C5 1.095
16 H -3.56420 -1.55027 -1.35630  C5 1.088
17 H -3.12671 -0.35569 -2.59598  C5 1.088
18 H -1.37755 -1.32659 -0.25647  C6 1.087
19 H -1.36816 1.14471 -2.08036  C7 1.082
20 H 1.34489 -0.18141 3.89530  N8 1.014
21 H 2.38844 -0.13361 2.62013  N8 1.010
22 H 2.75634 -0.94867 3.98121  N8 1.014



*b*
Computed, not measured: the ion C7H14N with charge +1, with ωB97M-V/def2-TZVPD.

Output
E_HOMO	-13.2	eV
net charge	+1
structure (SMILES)	C=CC(=C)C[C@@H](C)[NH3+]
2S+1	1

Bonds (Å) are listed after each position.
CARTESIAN COORDINATES (ANGSTROEM)
1 C 2.32365 0.48188 1.31492  C2 1.466, H9 1.105, H10 1.178, H11 1.075
2 C 0.98158 0.64329 0.74644  C1 1.466, C3 1.605, N8 1.531, H12 1.277
3 C 0.33150 -0.69760 0.14913  C2 1.605, C4 1.508, H13 1.171, H14 1.160
4 C -1.16094 -0.48423 0.10669  C3 1.508, C5 1.341, C7 1.458
5 C -1.93908 -0.81011 1.14952  C4 1.341, H15 1.085, H16 1.122
6 C -1.94532 -1.24788 -2.20043  C7 1.333, H17 1.123, H18 1.149
7 C -1.66346 -0.35094 -1.25529  C4 1.458, C6 1.333, H19 1.073
8 N 0.99220 1.54551 -0.49064  C2 1.531, H20 0.920, H21 0.995, H22 1.038
9 H 3.13505 0.13075 0.65229  C1 1.105
10 H 2.72763 1.48392 1.78521  C1 1.178
11 H 2.33097 -0.03756 2.25559  C1 1.075
12 H 0.12284 0.96598 1.63489  C2 1.277
13 H 0.75423 -0.86310 -0.93013  C3 1.171
14 H 0.53337 -1.48152 0.98066  C3 1.160
15 H -3.01658 -0.68398 1.16063  C5 1.085
16 H -1.50839 -1.24567 2.08922  C5 1.122
17 H -2.17780 -0.95294 -3.25917  C6 1.123
18 H -1.88653 -2.38800 -2.07422  C6 1.149
19 H -1.84528 0.67213 -1.52293  C7 1.073
20 H 1.48336 1.17989 -1.17665  N8 0.920
21 H 1.36997 2.42200 -0.20974  N8 0.995
22 H 0.05705 1.71818 -0.90599  N8 1.038



*c*
Computed, not measured: a cluster of 2 separate species, C7H14N in total, with ωB97M-V/def2-TZVPD.

Output
E_HOMO	-12.9	eV
net charge	+1
2S+1	1

Bonds (Å) are listed after each position.
CARTESIAN COORDINATES (ANGSTROEM)
1 C -0.84533 -0.62786 -1.74092  C2 1.522, H9 1.091, H10 1.084, H11 1.080
2 C 0.00150 -0.46553 -0.48640  C1 1.522, C3 1.472, C4 1.532, H12 1.084
3 C -0.46527 0.45522 0.56292  C2 1.472, C4 1.541, H13 1.085, H14 1.083
4 C 0.70424 0.88768 -0.34252  C2 1.532, C3 1.541, C5 1.531, H15 1.087
5 C 2.08534 0.80470 0.31294  C4 1.531, C6 1.417, C7 1.634, H16 1.080
6 C 2.40472 -0.34262 1.08064  C5 1.417, C7 1.397, H17 1.096
7 C 2.89582 -0.51105 -0.21647  C5 1.634, C6 1.397, H18 1.102, H19 1.088
8 N -3.66105 -0.04515 1.20829  H20 1.013, H21 1.008, H22 1.010
9 H -0.22849 -0.44357 -2.62207  C1 1.091
10 H -1.66867 0.07609 -1.71734  C1 1.084
11 H -1.21020 -1.64037 -1.83155  C1 1.080
12 H 0.52187 -1.39609 -0.29089  C2 1.084
13 H -1.41981 0.96732 0.50542  C3 1.085
14 H -0.08749 0.45779 1.57818  C3 1.083
15 H 0.57965 1.81225 -0.90128  C4 1.087
16 H 2.48436 1.80746 0.26992  C5 1.080
17 H 3.13809 -0.41347 1.89205  C6 1.096
18 H 3.98914 -0.62866 -0.14448  C7 1.102
19 H 2.74820 -0.53997 -1.29379  C7 1.088
20 H -3.94481 -1.01154 1.31707  N8 1.013
21 H -4.37160 0.47105 0.71292  N8 1.008
22 H -3.65020 0.32633 2.14735  N8 1.010



If you had to name the least stable structure above, which would it be? It would be *c*.